(1)
{"formula": "C21H7BrCl72O3S", "method": "wB97M-V/def2-TZVPD", "lumo_ev": -0.09, "multiplicity": 1, "symbols": ["C", "C", "Br", "C", "O", "S", "O", "O", "H", "H", "H", "H", "H", "H", "H", "C", "Cl", "Cl", "Cl", "Cl", "C", "Cl", "Cl", "Cl", "Cl", "C", "Cl", "Cl", "Cl", "Cl", "C", "Cl", "Cl", "Cl", "Cl", "C", "Cl", "Cl", "Cl", "Cl", "C", "Cl", "Cl", "Cl", "Cl", "C", "Cl", "Cl", "Cl", "Cl", "C", "Cl", "Cl", "Cl", "Cl", "C", "Cl", "Cl", "Cl", "Cl", "C", "Cl", "Cl", "Cl", "Cl", "C", "Cl", "Cl", "Cl", "Cl", "C", "Cl", "Cl", "Cl", "Cl", "C", "Cl", "Cl", "Cl", "Cl", "C", "Cl", "Cl", "Cl", "Cl", "C", "Cl", "Cl", "Cl", "Cl", "C", "Cl", "Cl", "Cl", "Cl", "C", "Cl", "Cl", "Cl", "Cl", "C", "Cl", "Cl", "Cl", "Cl"], "xyz": [[0.482, 0.967, 2.257], [-0.996, 0.914, 1.886], [-1.202, 0.824, -0.062], [-1.792, 2.112, 2.383], [-3.195, 1.967, 2.108], [-3.973, 1.287, 3.372], [-3.414, -0.032, 3.565], [-5.372, 1.060, 2.612], [0.812, 1.958, 2.554], [1.104, 0.578, 1.456], [0.624, 0.323, 3.124], [-1.447, 0.001, 2.259], [-1.597, 2.340, 3.435], [-1.435, 2.967, 1.814], [-5.196, 0.351, 1.966], [0.893, -0.800, 6.479], [2.016, 0.571, 6.552], [1.431, -1.932, 5.235], [0.872, -1.618, 8.041], [-0.730, -0.222, 6.089], [-0.271, -2.457, -2.451], [-1.769, -3.238, -1.932], [0.853, -2.384, -1.089], [0.459, -3.381, -3.766], [-0.637, -0.820, -3.002], [0.842, 5.072, 4.102], [-0.362, 5.247, 2.814], [0.543, 3.565, 4.980], [2.454, 5.068, 3.387], [0.696, 6.413, 5.236], [-0.231, 7.768, -1.206], [-0.635, 9.475, -1.023], [-1.273, 7.027, -2.423], [1.455, 7.595, -1.695], [-0.419, 6.930, 0.354], [-3.205, 6.975, -5.981], [-3.686, 8.661, -5.769], [-4.190, 6.232, -7.243], [-1.501, 6.901, -6.437], [-3.443, 6.109, -4.460], [-5.270, -5.129, -0.259], [-6.957, -4.630, -0.116], [-5.174, -6.892, -0.246], [-4.597, -4.518, -1.775], [-4.343, -4.474, 1.093], [1.496, -6.749, -5.897], [2.832, -7.903, -5.988], [0.618, -6.981, -4.384], [2.148, -5.105, -5.964], [0.397, -7.012, -7.253], [-8.634, 2.375, 1.782], [-7.809, 3.881, 2.186], [-7.732, 1.544, 0.509], [-8.736, 1.343, 3.210], [-10.263, 2.739, 1.203], [1.679, -5.490, 10.612], [0.208, -6.292, 11.167], [2.815, -5.341, 11.955], [2.416, -6.424, 9.309], [1.281, -3.882, 9.989], [4.078, 4.559, -1.818], [5.320, 3.349, -1.499], [2.892, 4.558, -0.514], [4.835, 6.157, -1.920], [3.273, 4.196, -3.347], [6.307, -0.422, 4.721], [4.687, -0.074, 5.341], [7.512, 0.366, 5.743], [6.573, -2.168, 4.732], [6.448, 0.186, 3.068], [9.717, 3.288, -2.448], [9.367, 1.971, -3.571], [8.315, 4.354, -2.339], [10.063, 2.619, -0.851], [11.112, 4.209, -3.052], [14.147, 3.099, 0.597], [13.023, 3.846, -0.538], [15.067, 4.349, 1.442], [13.236, 2.144, 1.775], [15.257, 2.043, -0.281], [3.304, -4.036, -9.966], [2.057, -3.803, -11.195], [3.058, -5.587, -9.164], [4.896, -4.009, -10.730], [3.203, -2.736, -8.773], [-8.758, -4.156, -3.874], [-7.460, -3.037, -3.456], [-9.526, -3.635, -5.376], [-8.084, -5.777, -4.071], [-9.960, -4.177, -2.577], [-9.922, -7.546, -7.447], [-9.629, -9.289, -7.433], [-10.981, -7.121, -6.100], [-8.383, -6.693, -7.295], [-10.697, -7.091, -8.968], [4.326, -7.455, 6.040], [2.875, -8.312, 6.576], [5.452, -7.304, 7.393], [5.094, -8.358, 4.732], [3.878, -5.846, 5.467], [-5.185, 7.586, 0.065], [-3.450, 7.466, 0.370], [-5.453, 8.252, -1.548], [-5.883, 5.966, 0.161], [-5.937, 8.636, 1.270]], "lowdin_charge": [-0.119, -0.696, 0.711, -0.351, -0.357, 0.886, -0.409, -0.306, 0.047, 0.061, 0.052, 0.070, 0.084, 0.071, 0.073, -2.024, 0.480, 0.535, 0.504, 0.547, -2.038, 0.488, 0.517, 0.496, 0.492, -2.020, 0.521, 0.539, 0.542, 0.551, -2.020, 0.543, 0.493, 0.514, 0.436, -2.056, 0.524, 0.531, 0.525, 0.489, -2.044, 0.515, 0.532, 0.478, 0.531, -2.049, 0.527, 0.525, 0.475, 0.521, -2.052, 0.514, 0.535, 0.537, 0.527, -2.045, 0.533, 0.531, 0.498, 0.482, -2.052, 0.506, 0.502, 0.511, 0.533, -2.052, 0.473, 0.526, 0.522, 0.520, -2.034, 0.532, 0.502, 0.505, 0.501, -2.051, 0.475, 0.524, 0.517, 0.526, -2.054, 0.526, 0.497, 0.526, 0.515, -2.048, 0.509, 0.520, 0.497, 0.519, -2.055, 0.523, 0.512, 0.498, 0.523, -2.063, 0.506, 0.517, 0.529, 0.515, -2.044, 0.488, 0.524, 0.510, 0.532]}

(2)
{"formula": "C26H26Cl49NO2", "method": "wB97M-V/def2-TZVPD", "lumo_ev": 0.03, "multiplicity": 1, "symbols": ["C", "C", "C", "O", "C", "C", "C", "C", "C", "C", "C", "C", "C", "O", "C", "C", "N", "Cl", "H", "H", "H", "H", "H", "H", "H", "H", "H", "H", "H", "H", "H", "H", "H", "H", "H", "H", "H", "H", "H", "H", "H", "H", "H", "H", "C", "Cl", "Cl", "Cl", "Cl", "C", "Cl", "Cl", "Cl", "Cl", "C", "Cl", "Cl", "Cl", "Cl", "C", "Cl", "Cl", "Cl", "Cl", "C", "Cl", "Cl", "Cl", "Cl", "C", "Cl", "Cl", "Cl", "Cl", "C", "Cl", "Cl", "Cl", "Cl", "C", "Cl", "Cl", "Cl", "Cl", "C", "Cl", "Cl", "Cl", "Cl", "C", "Cl", "Cl", "Cl", "Cl", "C", "Cl", "Cl", "Cl", "Cl", "C", "Cl", "Cl", "Cl", "Cl"], "xyz": [[1.266, -1.815, 2.435], [1.093, -0.982, 1.565], [0.911, -0.045, 0.446], [2.139, 0.315, -0.122], [3.066, 0.857, 0.807], [2.560, 2.073, 1.590], [1.961, 1.730, 2.980], [2.055, 2.855, 4.028], [1.881, 4.240, 3.362], [0.889, 2.638, 5.031], [0.036, -0.753, -0.700], [0.861, -1.038, -1.949], [0.123, -1.788, -3.067], [-0.887, -1.051, -3.712], [-2.172, -1.184, -3.147], [-2.817, -2.564, -3.293], [-0.580, -1.945, -0.152], [-2.144, -1.714, 0.495], [1.705, -2.461, 3.144], [0.335, 0.811, 0.799], [3.466, 0.095, 1.478], [3.911, 1.193, 0.211], [3.437, 2.693, 1.783], [1.881, 2.675, 0.994], [0.903, 1.518, 2.822], [2.435, 0.810, 3.311], [3.020, 2.820, 4.527], [2.860, 4.601, 3.063], [1.215, 4.190, 2.506], [1.445, 4.924, 4.086], [0.452, 1.652, 4.913], [1.197, 2.822, 6.056], [0.116, 3.364, 4.773], [-0.708, 0.000, -0.959], [1.690, -1.679, -1.645], [1.273, -0.134, -2.376], [-0.196, -2.761, -2.681], [0.868, -2.006, -3.828], [-2.229, -0.896, -2.097], [-2.802, -0.479, -3.684], [-2.444, -3.194, -2.482], [-2.588, -3.083, -4.218], [-3.885, -2.508, -3.127], [-0.553, -2.739, -0.774], [-2.458, 5.673, 4.061], [-1.609, 7.148, 3.583], [-4.200, 5.963, 4.033], [-2.059, 4.372, 2.932], [-1.963, 5.210, 5.694], [-4.464, -5.619, -0.947], [-5.321, -4.118, -1.319], [-4.414, -6.638, -2.389], [-2.810, -5.251, -0.449], [-5.306, -6.463, 0.357], [-1.644, 10.557, 1.207], [-0.962, 9.986, 2.744], [-1.010, 12.154, 0.808], [-1.223, 9.415, -0.073], [-3.401, 10.652, 1.362], [2.094, -5.149, 5.776], [3.071, -3.774, 5.241], [0.382, -4.733, 5.651], [2.445, -6.549, 4.754], [2.489, -5.529, 7.456], [3.329, 12.387, 1.827], [4.349, 12.564, 3.260], [2.638, 13.959, 1.388], [4.295, 11.767, 0.483], [2.018, 11.258, 2.176], [-5.631, -7.747, -6.401], [-5.104, -8.514, -4.900], [-4.946, -6.115, -6.468], [-5.061, -8.684, -7.784], [-7.397, -7.676, -6.430], [0.286, -5.255, -5.514], [0.864, -3.766, -6.276], [0.826, -5.312, -3.828], [-1.479, -5.291, -5.581], [0.938, -6.651, -6.375], [2.497, -7.156, -0.618], [1.779, -5.631, -1.165], [2.438, -8.353, -1.917], [4.180, -6.883, -0.157], [1.597, -7.747, 0.781], [-1.944, -1.338, 5.483], [-1.974, -3.024, 6.019], [-1.378, -0.308, 6.806], [-0.847, -1.193, 4.105], [-3.574, -0.844, 5.004], [2.578, -11.064, -5.177], [3.207, -9.674, -6.068], [3.001, -10.900, -3.467], [0.822, -11.133, -5.346], [3.295, -12.545, -5.819], [-7.371, -2.618, -6.123], [-7.409, -4.377, -5.982], [-6.885, -1.912, -4.575], [-6.203, -2.158, -7.369], [-8.973, -2.018, -6.567], [7.311, 14.918, 1.780], [5.690, 15.049, 1.091], [7.247, 15.295, 3.506], [7.909, 13.269, 1.560], [8.396, 16.053, 0.968]], "lowdin_charge": [0.040, -0.101, -0.294, -0.108, -0.191, -0.163, -0.191, -0.385, -0.082, -0.073, -0.341, -0.103, -0.239, -0.116, -0.262, -0.084, -0.427, 0.632, -0.014, 0.140, 0.118, 0.121, 0.111, 0.114, 0.094, 0.109, 0.126, 0.072, 0.065, 0.068, 0.039, 0.077, 0.015, 0.119, 0.129, 0.126, 0.079, 0.096, 0.066, 0.119, 0.021, 0.043, 0.028, 0.047, -2.039, 0.484, 0.531, 0.532, 0.536, -2.037, 0.543, 0.495, 0.521, 0.537, -2.035, 0.461, 0.517, 0.533, 0.533, -2.040, 0.533, 0.486, 0.517, 0.531, -2.037, 0.518, 0.498, 0.520, 0.495, -2.028, 0.505, 0.477, 0.538, 0.524, -2.018, 0.550, 0.482, 0.530, 0.524, -2.024, 0.472, 0.494, 0.537, 0.529, -2.013, 0.486, 0.531, 0.583, 0.526, -2.048, 0.516, 0.492, 0.528, 0.529, -2.043, 0.476, 0.518, 0.525, 0.527, -2.050, 0.493, 0.519, 0.517, 0.525]}

no.,molecular weight (g/mol),maximum force (Eh/bohr),HOMO (eV)
1,2971.9,0.0170,-10.1
2,2121.7,0.0496,-9.0